Entry 1:
15
Properties=species:S:1:pos:R:3 method="wB97M-V/def2-TZVPD" smiles="C[C@@]([NH3+])(F)/C=C/F" e_above_lowest_kcal_mol=38.7 lumo_energy_ev=-3.94 e_homo_ha=-0.523 total_charge=+1
C -1.06 -0.20 1.11
C -0.32 0.34 -0.01
N -1.16 -0.13 -1.22
F -0.28 1.76 -0.05
C 1.14 -0.12 -0.13
C 2.33 0.34 0.32
F 3.35 -0.45 0.03
H -1.00 -1.27 1.17
H -2.06 0.03 0.92
H -0.77 0.32 2.02
H -0.96 -1.09 -1.28
H -0.98 0.31 -2.23
H -2.08 0.32 -1.16
H 1.25 -1.16 -0.59
H 2.60 0.98 1.11

---

Entry 2:
15
Properties=species:S:1:pos:R:3 method="wB97M-V/def2-TZVPD" smiles=C[C@@H](O)[C@](C)(F)I e_above_lowest_kcal_mol=21.5 lumo_energy_ev=0.55 e_homo_ha=-0.339
C 0.45 -1.51 0.53
C -0.67 -0.69 -0.08
O -1.87 -0.84 0.60
C -0.38 0.84 -0.05
C 1.10 1.41 -0.89
F -0.13 1.19 1.23
I -2.19 1.95 -0.56
H 1.23 -1.46 -0.34
H 0.78 -1.01 1.47
H 0.07 -2.61 0.78
H -0.97 -0.93 -1.18
H -1.75 -0.70 1.52
H 0.97 2.12 -1.73
H 1.61 0.44 -1.19
H 1.76 1.82 -0.10

---

Entry 3:
14
Properties=species:S:1:pos:R:3 method="wB97M-V/def2-TZVPD" smiles="C=C[C@@H](F)CN" e_above_lowest_kcal_mol=23.0 lumo_energy_ev=1.05 e_homo_ha=-0.339
C 2.10 -0.90 -0.17
C 1.56 0.22 0.28
C 0.07 0.44 0.34
F -0.25 1.54 -0.41
C -0.80 -0.77 -0.04
N -2.23 -0.47 -0.01
H 3.20 -0.92 -0.20
H 1.58 -1.68 -0.72
H 2.15 1.03 0.73
H -0.17 0.72 1.33
H -0.62 -0.88 -1.11
H -0.61 -1.70 0.58
H -2.45 0.07 0.80
H -2.85 -1.26 -0.05

---

Entry 4:
14
Properties=species:S:1:pos:R:3 method="wB97M-V/def2-TZVPD" e_above_lowest_kcal_mol=30.9 lumo_energy_ev=0.46 e_homo_ha=-0.390
H 2.44 -0.89 -0.92
N 2.60 -0.12 -0.22
C 1.62 0.26 0.46
C 0.16 -0.16 0.27
C -0.90 0.55 -0.15
C -2.29 -0.16 -0.09
H 1.87 1.07 1.16
H -0.11 -1.03 0.79
H -0.82 1.55 -0.47
H -1.96 -1.24 0.16
H -2.81 -0.23 -0.98
H -2.96 0.20 0.71
F 4.93 -0.60 -0.39
H 3.98 -0.19 -0.23

---

Entry 5:
15
Properties=species:S:1:pos:R:3 method="wB97M-V/def2-TZVPD" multiplicity=3 e_above_lowest_kcal_mol=57.5 lumo_energy_ev="-5.19 / -5.37" e_homo_ha="-0.350 / -0.543" total_charge=+1
C 2.27 -0.40 -0.26
C -0.75 0.30 0.96
C 4.40 0.68 -0.47
C -2.19 -0.61 -0.77
N 3.35 0.11 -0.14
N -1.57 0.43 -0.01
F 1.58 -1.19 0.63
H -0.44 1.30 1.40
H -0.18 -0.69 1.17
H 4.47 1.80 -0.29
H 5.25 0.01 -0.91
H -1.70 -1.64 -0.44
H -3.18 -0.70 -0.66
H -1.97 -0.75 -1.86
H -2.13 1.30 -0.15

---

Entry 6:
16
Properties=species:S:1:pos:R:3 method="wB97M-V/def2-TZVPD" e_above_lowest_kcal_mol=79.5 lumo_energy_ev=0.76 e_homo_ha=-0.318
H -3.72 0.85 -0.38
N -3.29 -0.16 -0.35
C -2.05 -0.48 0.08
N -1.09 0.47 0.37
C 0.20 0.08 0.57
C 1.18 -0.20 -0.52
N 2.17 -1.30 -0.13
C 1.17 1.17 0.26
F 0.61 2.32 -0.36
H -1.67 -1.55 0.34
H -1.17 1.37 -0.19
H 0.54 -0.60 1.33
H 0.58 -0.12 -1.40
H 1.71 -2.31 -0.43
H 3.22 -1.14 -0.44
H 1.62 1.61 1.24

---

Entry 7:
16
Properties=species:S:1:pos:R:3 method="wB97M-V/def2-TZVPD" e_above_lowest_kcal_mol=43.8 lumo_energy_ev=0.68 e_homo_ha=-0.324
H 1.48 1.91 0.14
N 0.41 1.75 0.05
C 0.06 0.50 -0.12
C 1.09 -0.62 -0.12
C 2.45 -0.21 0.37
F 3.05 0.61 -0.60
N -1.19 -0.01 -0.26
N -2.35 0.73 -0.03
C -3.45 0.03 -0.14
H 0.84 -1.49 0.57
H 1.26 -0.99 -1.10
H 3.08 -1.18 0.70
H 2.33 0.43 1.28
H -1.25 -1.05 -0.55
H -4.38 0.65 0.20
H -3.45 -1.05 -0.39

---

Entry 8:
16
Properties=species:S:1:pos:R:3 method="wB97M-V/def2-TZVPD" smiles="C=N/C(F)=[NH+]/C(C)=[NH2+]" e_above_lowest_kcal_mol=23.0 lumo_energy_ev=-10.53 e_homo_ha=-0.719 total_charge=+2
C -4.02 0.11 -0.05
N -2.98 0.39 -0.67
C -1.46 -0.42 -0.10
F -1.55 -1.67 0.16
N -0.27 0.16 -0.14
C 1.02 -0.36 -0.01
C 2.15 0.50 -0.17
N 1.26 -1.60 0.37
H -4.37 -0.58 0.87
H -4.81 0.61 -0.67
H -0.52 1.12 -0.57
H 3.07 0.10 0.19
H 2.43 0.59 -1.24
H 1.89 1.49 0.11
H 2.22 -1.96 0.22
H 0.69 -2.57 0.51

---

Entry 9:
15
Properties=species:S:1:pos:R:3 method="wB97M-V/def2-TZVPD" e_above_lowest_kcal_mol=90.4 lumo_energy_ev=0.97 e_homo_ha=-0.314
C -0.77 0.14 -1.61
C -1.09 -1.02 -0.72
C -0.15 -1.64 0.08
O 1.14 -1.20 0.25
H 0.22 0.08 -2.05
H -1.59 0.37 -2.32
H -0.68 1.25 -1.11
H -2.16 -1.20 -0.68
H -0.49 -2.53 0.54
H 1.20 -0.43 -0.28
C 0.70 1.28 2.43
N 0.84 1.87 1.34
F 0.86 3.21 1.31
H 0.33 1.83 3.35
H 0.91 0.28 2.24

---

Entry 10:
15
Properties=species:S:1:pos:R:3 method="wB97M-V/def2-TZVPD" smiles="C=C(F)NC.C=O" e_above_lowest_kcal_mol=46.8 lumo_energy_ev=0.99 e_homo_ha=-0.299
C 1.26 -0.85 0.83
C 0.14 -0.54 0.21
F -0.67 0.30 0.83
N -0.34 -0.87 -1.05
C 0.31 -1.58 -2.10
H 1.45 -0.39 1.84
H 2.06 -1.47 0.55
H -1.28 -0.47 -1.34
H -0.37 -1.45 -3.00
H 1.35 -1.27 -2.26
H 0.49 -2.67 -1.90
C -1.09 2.82 1.87
O -0.89 2.82 0.72
H -1.42 3.73 2.42
H -0.99 1.89 2.39

---

Entry 11:
15
Properties=species:S:1:pos:R:3 method="wB97M-V/def2-TZVPD" e_above_lowest_kcal_mol=159.1 lumo_energy_ev="0.73 / 0.29" e_homo_ha="-0.294 / -0.293"
C -2.19 0.66 -0.20
C -1.06 0.00 -0.22
C 2.03 -0.20 1.15
C 0.97 0.92 1.14
N -1.05 -1.56 -2.03
O -0.55 -1.08 -0.77
F 1.35 2.06 0.59
H -3.13 0.25 -0.78
H -2.30 1.69 0.31
H 3.01 0.47 1.52
H 2.11 -0.61 0.13
H 1.99 -0.89 2.00
H 0.53 1.03 2.14
H -1.42 -0.77 -2.45
H -0.28 -1.97 -2.52

---

Entry 12:
15
Properties=species:S:1:pos:R:3 method="wB97M-V/def2-TZVPD" smiles=CN[C@H]1[C@H](O)[C@H]1F e_above_lowest_kcal_mol=38.8 lumo_energy_ev=0.82 e_homo_ha=-0.305
C 1.17 1.78 0.30
N 1.15 0.40 -0.04
C 0.07 -0.35 0.37
C -1.20 -0.66 -0.40
O -2.39 -0.95 0.24
C -0.12 -1.70 -0.26
F 0.73 -1.98 -1.35
H 0.90 1.95 1.37
H 0.44 2.40 -0.21
H 2.14 2.28 0.10
H 1.60 0.06 -0.88
H -0.10 -0.26 1.46
H -1.21 -0.27 -1.41
H -2.81 -0.13 0.40
H -0.37 -2.56 0.32